<w>
A single C3H4N2O molecule. Source: the Open Molecules 2025 dataset; level of theory: ωB97M-V/def2-TZVPD.

```
10
C3H4N2O, DFT ωB97M-V/def2-TZVPD
O -1.9508 0.5150 0.1193
C -0.6144 0.2206 0.1737
C 0.5261 1.1193 0.0877
C 1.5274 0.1324 -0.2540
N 1.0794 -1.1074 -0.4724
N -0.2308 -1.0677 -0.2849
H -2.0063 1.4804 0.0198
H -0.1602 0.3223 1.2660
H 2.5890 0.3179 -0.3910
H -0.7594 -1.9330 -0.2643
```

Summary:
* frontier orbital gap: 9.224 eV
* net charge: 0
* HOMO level: -9.164 eV
* M: 84.1 g mol⁻¹
* LUMO energy: 0.1 eV

Atomic partial charges in e from the Mulliken method, atoms 1 to 6: number 1, O, carries -0.505; number 2, C, carries 0.688; number 3, C, carries -0.871; number 4, C, carries -0.124; number 5, N, carries -0.546; number 6, N, carries 0.173

***

<x>
A molecular structure, C3H4N2O. Source: the Open Molecules 2025 dataset; level of theory: ωB97M-V/def2-TZVPD.

```
10
C3H4N2O, DFT ωB97M-V/def2-TZVPD
C -1.6588 0.0038 0.0311
C -0.0797 -0.0074 0.0571
C 1.8211 -0.4547 0.0626
H -1.9338 0.9410 -0.8047
H -1.8676 0.5187 0.9621
H -2.0233 -0.9760 -0.3270
H 2.7967 -1.0697 0.0007
N 0.6116 -0.9805 0.0121
N 1.7929 0.7845 -0.0555
O 0.5409 1.2404 0.0615
```

Summary:
* frontier orbital gap: 11.447 eV
* net charge: 0
* HOMO level: -10.539 eV
* M: 84.1 g mol⁻¹
* LUMO energy: 0.9 eV

Atomic partial charges in e from the Mulliken method, atoms 1 to 6: number 1, C, carries -0.901; number 2, C, carries 0.593; number 3, C, carries -0.043; number 4, H, carries 0.240; number 5, H, carries 0.295; number 6, H, carries 0.303

***

<y>
A single C3H4N2O molecule. Source: the Open Molecules 2025 dataset; level of theory: ωB97M-V/def2-TZVPD.

```
10
C3H4N2O, DFT ωB97M-V/def2-TZVPD
O 1.9991 -0.7795 -0.0652
C 0.9053 -0.2170 -0.4635
C -0.1899 -0.3267 -1.2186
N -1.3054 -0.2196 -0.4311
C -1.1460 0.4627 0.6940
N 0.0130 0.6704 1.2587
H 2.1510 -1.6515 -0.4665
H -0.3262 -0.2892 -2.3148
H -2.0706 0.9031 1.0624
H -0.0302 1.4473 1.9447
```

Summary:
* frontier orbital gap: 8.378 eV
* net charge: 0
* HOMO level: -8.120 eV
* M: 84.1 g mol⁻¹
* LUMO energy: 0.3 eV

Atomic partial charges in e from the Mulliken method, atoms 1 to 6: number 1, O, carries -0.421; number 2, C, carries 0.581; number 3, C, carries -0.431; number 4, N, carries -0.578; number 5, C, carries 0.087; number 6, N, carries -0.521

***

<z>
A single C3H4N2O molecule. Source: the Open Molecules 2025 dataset; level of theory: ωB97M-V/def2-TZVPD.

```
10
C3H4N2O, DFT ωB97M-V/def2-TZVPD
C 0.4870 -0.3473 -0.3900
C -0.9014 -0.1647 -0.5885
C 0.6906 0.4165 0.7979
H 0.7997 -1.8353 -1.7967
H 2.0344 -1.7944 -0.6055
H -1.4770 -0.3475 -1.4998
H 1.5749 0.6275 1.4154
N 1.3073 -1.2378 -1.1353
N -1.4118 0.6870 0.2921
O -0.4823 0.9722 1.1840
```

Summary:
* frontier orbital gap: 9.499 eV
* net charge: 0
* structure (SMILES): Nc1cnoc1
* HOMO level: -8.640 eV
* M: 84.1 g mol⁻¹
* LUMO energy: 0.9 eV

Atomic partial charges in e from the Mulliken method, atoms 1 to 6: number 1, C, carries 0.547; number 2, C, carries -0.299; number 3, C, carries -0.468; number 4, H, carries 0.234; number 5, H, carries 0.243; number 6, H, carries 0.336

***

Least stable structure: <y>

***

<w>
2 unconnected molecules or ions with the total composition C14H17N3. Source: the Open Molecules 2025 dataset; level of theory: ωB97M-V/def2-TZVPD.

```
34
C14H17N3, DFT ωB97M-V/def2-TZVPD
C 4.7202 1.4510 -0.9897
C 2.7174 1.6752 0.6913
C 4.0414 1.9367 0.2176
C 2.4280 2.7295 1.6300
C 4.4957 3.0653 0.8490
C 0.4829 0.8899 0.9352
C 0.2733 1.8078 1.9743
C 1.7216 0.8383 0.2671
C 1.2756 2.7007 2.3574
N 3.5532 3.5292 1.7683
H -0.3941 0.3465 0.6477
H -0.6567 1.8125 2.4776
H 1.9279 0.0955 -0.4936
H 1.1181 3.5529 3.0258
H 4.9753 0.3769 -0.9281
H 5.6383 1.9924 -1.2714
H 5.4100 3.5919 0.6703
H 3.7107 4.1647 2.5300
H 4.0536 1.4581 -1.8571
C -4.4549 -2.4263 -1.9081
C -3.7870 -3.0276 -3.1522
C -3.4974 -2.3233 -0.7820
C -3.8424 -2.6677 0.5615
C -1.7282 -2.0264 0.4091
N -2.1867 -1.9909 -0.8163
N -2.7163 -2.4070 1.2807
H -4.8251 -1.3920 -2.1651
H -5.3633 -2.9903 -1.5617
H -3.6083 -2.2145 -3.8839
H -4.8003 -2.9348 0.9809
H -0.7661 -1.6819 0.7174
H -2.7060 -2.6646 2.2570
H -4.3931 -3.8358 -3.6022
H -2.8173 -3.4320 -2.8368
```

Summary:
* frontier orbital gap: 8.640 eV
* net charge: 0
* structure (SMILES): Cc1c[nH]c2ccccc12.CCc1c[nH]cn1
* HOMO level: -7.768 eV
* M: 227.3 g mol⁻¹
* LUMO energy: 0.9 eV

Atomic partial charges in e from the Mulliken method, atoms 1 to 6: number 1, C, carries -1.287; number 2, C, carries 0.605; number 3, C, carries 0.690; number 4, C, carries -0.303; number 5, C, carries -0.766; number 6, C, carries -0.492

***

<x>
2 unconnected molecules or ions with the total composition C14H17N3. Source: the Open Molecules 2025 dataset; level of theory: ωB97M-V/def2-TZVPD.

```
34
C14H17N3, DFT ωB97M-V/def2-TZVPD
C 4.8609 1.4707 -1.2306
C 2.8335 1.7750 0.4355
C 4.2287 1.7194 0.0294
C 2.6829 2.5681 1.6104
C 4.8486 2.4804 0.9811
C 0.4746 1.2780 0.4457
C 0.3655 1.9385 1.6915
C 1.6635 1.1296 -0.2550
C 1.4646 2.5183 2.2798
N 3.8976 3.1314 1.8556
H -0.4331 0.9515 -0.0964
H -0.5337 1.8447 2.2481
H 1.8068 0.7910 -1.2195
H 1.3430 2.9063 3.2460
H 4.7484 0.3484 -1.5333
H 5.8828 1.7176 -1.3277
H 5.8409 2.7926 1.0613
H 4.2418 3.5480 2.6986
H 4.3583 2.0414 -2.1241
C -4.0450 -1.6830 -1.9611
C -3.5592 -2.8635 -2.9174
C -3.6695 -2.0564 -0.5285
C -4.5260 -2.4207 0.5232
C -2.3668 -2.6112 1.1837
N -2.3471 -2.1281 -0.0620
N -3.7089 -2.8849 1.5404
H -3.6516 -0.5980 -2.0702
H -5.1853 -1.6395 -1.9968
H -3.0451 -3.6930 -2.4146
H -5.5565 -2.2248 0.6883
H -1.5149 -2.8883 1.8973
H -4.1958 -3.3056 2.3937
H -2.8071 -2.6326 -3.5585
H -4.3969 -3.3213 -3.5142
```

Summary:
* frontier orbital gap: 8.661 eV
* net charge: 0
* structure (SMILES): Cc1c[nH]c2ccccc12.CCc1c[nH]cn1
* HOMO level: -7.766 eV
* M: 227.3 g mol⁻¹
* LUMO energy: 0.9 eV

Atomic partial charges in e from the Mulliken method, atoms 1 to 6: number 1, C, carries -1.350; number 2, C, carries 0.834; number 3, C, carries 0.620; number 4, C, carries -0.304; number 5, C, carries -0.655; number 6, C, carries -0.360

***

Least stable structure: <x>

***

<w>
A single C3H4O3S molecule. Source: the Open Molecules 2025 dataset; level of theory: ωB97M-V/def2-TZVPD.

```
11
C3H4O3S, DFT ωB97M-V/def2-TZVPD
C 1.6115 0.0538 0.0541
C -0.8431 -1.0579 0.4637
C -0.4424 1.0779 -0.4861
H -0.6801 -1.1198 1.5108
H -1.5486 -1.8526 0.2392
H -0.2513 0.8144 -1.5158
H -0.7951 2.1330 -0.3872
O 2.7952 0.1199 0.1891
O -1.3661 0.1937 0.0800
O 0.7756 1.1130 0.2099
S 0.7444 -1.4755 -0.3576
```

Summary:
* frontier orbital gap: 10.566 eV
* net charge: 0
* structure (SMILES): O=C1OCOCS1
* HOMO level: -10.011 eV
* M: 120.1 g mol⁻¹
* LUMO energy: 0.6 eV

Atomic partial charges in e from the Mulliken method, atoms 1 to 6: number 1, C, carries 0.601; number 2, C, carries -0.271; number 3, C, carries -0.265; number 4, H, carries 0.267; number 5, H, carries 0.309; number 6, H, carries 0.462

***

<x>
A single C3H4O3S molecule. Source: the Open Molecules 2025 dataset; level of theory: ωB97M-V/def2-TZVPD.

```
11
C3H4O3S, DFT ωB97M-V/def2-TZVPD
C 2.4252 1.0247 -0.0060
C 0.1990 0.5348 0.5203
C 0.2593 -0.5114 -0.5764
O 3.4813 1.5090 -0.1973
O 1.8674 -2.0096 0.9260
O 1.2831 1.4652 0.3929
S 1.9030 -1.3682 -0.3923
H -0.7110 1.1358 0.4898
H 0.2804 0.0437 1.4968
H -0.5534 -1.2271 -0.4758
H 0.2644 -0.0582 -1.5640
```

Summary:
* frontier orbital gap (spin up / spin down): 8.267 / 8.266 eV
* net charge: 0
* HOMO level (spin up / spin down): -8.496 / -8.495 eV
* M: 120.1 g mol⁻¹
* LUMO energy (spin up / spin down): -0.2 / -0.2 eV

Atomic partial charges in e from the Mulliken method, atoms 1 to 6: number 1, C, carries 0.430; number 2, C, carries -0.286; number 3, C, carries -0.687; number 4, O, carries -0.376; number 5, O, carries -0.520; number 6, O, carries -0.255

***

<y>
A single C3H4O3S molecule. Source: the Open Molecules 2025 dataset; level of theory: ωB97M-V/def2-TZVPD.

```
11
C3H4O3S, DFT ωB97M-V/def2-TZVPD
C -1.8569 -0.6083 -0.4411
C -0.1071 0.6236 0.6300
C 1.9722 0.1261 -0.3397
H -2.4507 -0.5263 -1.3903
H 0.0429 -0.1952 1.3567
H -0.5693 1.4683 1.1474
H 2.7087 0.6630 -0.9667
O -1.9904 -1.4753 0.3782
O -0.9001 0.3199 -0.5099
O 1.1163 1.0485 0.1238
S 2.0345 -1.4442 0.0116
```

Summary:
* frontier orbital gap: 9.437 eV
* net charge: 0
* structure (SMILES): O=COCOC=S
* HOMO level: -9.348 eV
* M: 120.1 g mol⁻¹
* LUMO energy: 0.1 eV

Atomic partial charges in e from the Mulliken method, atoms 1 to 6: number 1, C, carries 0.191; number 2, C, carries -0.383; number 3, C, carries 0.074; number 4, H, carries 0.327; number 5, H, carries 0.432; number 6, H, carries 0.293

***

Least stable structure: <x>

***

<w>
2 unconnected molecules or ions with the total composition CHF2O2P. Source: the Open Molecules 2025 dataset; level of theory: ωB97M-V/def2-TZVPD.

```
7
CHF2O2P, DFT ωB97M-V/def2-TZVPD
C -0.2122 0.5990 -0.0698
O -4.3462 -0.6352 -0.2199
O -2.0359 -0.1874 -0.2781
F -0.3386 1.4068 0.9382
F -0.0359 1.2277 -1.1870
P -3.4094 0.3675 0.2757
H 0.3366 -0.3206 0.0842
```

Summary:
* frontier orbital gap: 9.308 eV
* net charge: 0
* HOMO level: -9.870 eV
* M: 114.0 g mol⁻¹
* LUMO energy: -0.6 eV

Atomic partial charges in e from the Mulliken method, atoms 1 to 6: number 1, C, carries 0.511; number 2, O, carries -0.447; number 3, O, carries -0.421; number 4, F, carries -0.139; number 5, F, carries -0.116; number 6, P, carries 0.380

***

<x>
A single CHF2O2P molecule. Source: the Open Molecules 2025 dataset; level of theory: ωB97M-V/def2-TZVPD.

```
7
CHF2O2P, DFT ωB97M-V/def2-TZVPD
C 0.5183 0.5417 0.5264
O -2.0640 -1.2430 -1.4979
O -0.5956 0.1570 -0.0930
F 1.5272 0.7331 -0.3508
F 0.9600 -0.4103 1.3778
P -0.7015 -1.2518 -1.0517
H 0.3556 1.4732 1.0891
```

Summary:
* frontier orbital gap: 10.541 eV
* net charge: 0
* structure (SMILES): O=POC(F)F
* HOMO level: -11.283 eV
* M: 114.0 g mol⁻¹
* LUMO energy: -0.7 eV

Atomic partial charges in e from the Mulliken method, atoms 1 to 6: number 1, C, carries 0.454; number 2, O, carries -0.382; number 3, O, carries -0.238; number 4, F, carries -0.236; number 5, F, carries -0.236; number 6, P, carries 0.485

***

Least stable structure: <w>